1.
# C22H51FO16P3

5 unconnected molecules or ions with the total composition C22H51FO16P3 in a non-equilibrium geometry (wB97M-V/def2-TZVPD, the OMol25 dataset).

XYZ file:
```
93
Properties=species:S:1:pos:R:3:forces:R:3:lowdin_charge:R:1
C 0.247 0.243 -0.270 -0.7 -2.2 -1.4 -0.47
O -0.376 -0.558 -1.198 -0.4 0.8 0.2 -0.43
H -0.348 1.061 0.136 -0.4 0.8 0.4 0.01
H 0.501 -0.445 0.536 0.6 0.1 1.5 0.01
H 1.187 0.654 -0.637 0.7 0.6 -0.1 0.03
C -2.631 -1.564 2.266 0.1 1.5 0.4 -0.05
C -3.572 -2.437 1.486 2.5 1.6 0.1 -0.33
O -4.782 -1.750 1.522 -1.2 -0.9 -1.5 0.16
C -4.731 -0.714 2.339 0.3 3.2 1.8 -0.51
O -5.531 0.215 2.451 1.6 -2.9 -0.4 0.11
O -3.545 -0.768 3.029 -1.2 0.5 0.2 0.03
F -3.610 -3.566 2.194 -1.1 -2.0 0.1 0.09
H -2.076 -0.837 1.673 0.3 -0.4 -0.3 0.14
H -1.983 -2.144 2.922 -0.1 0.1 -0.1 0.14
H -3.122 -2.536 0.498 -1.0 -0.6 -0.4 0.18
C -3.553 5.148 -5.040 -0.9 -0.8 1.3 -0.06
C -3.740 3.606 -5.098 1.1 1.1 -0.4 -0.24
O -2.444 3.067 -5.396 0.2 -0.8 0.5 -0.22
P -1.499 2.395 -4.260 -0.6 -1.9 0.8 0.49
O -1.381 0.909 -4.285 -0.5 2.4 -0.3 -0.22
O -2.080 3.054 -2.872 1.0 -0.1 -1.6 -0.18
C -2.952 2.351 -2.006 -1.5 -0.9 0.8 -0.31
C -3.166 3.091 -0.736 0.8 0.3 1.0 -0.09
O -0.134 3.159 -4.508 -0.7 0.9 0.8 -0.18
C 0.647 2.973 -5.668 0.1 -0.4 -1.0 -0.26
C 0.015 3.413 -7.022 0.6 0.2 0.7 -0.07
H -4.557 5.540 -4.879 -0.1 0.6 -0.7 0.07
H -3.061 5.459 -4.119 0.3 -0.5 0.2 0.07
H -2.954 5.602 -5.830 -0.6 -0.3 -0.4 0.07
H -4.144 3.185 -4.178 0.1 0.3 0.0 0.09
H -4.410 3.300 -5.902 0.1 0.1 -0.1 0.11
H -3.994 2.310 -2.323 0.1 -0.5 -1.4 0.10
H -2.604 1.359 -1.719 0.3 -0.2 -0.7 0.12
H -2.206 2.974 -0.233 0.0 1.1 0.6 0.07
H -3.583 4.087 -0.883 0.7 0.3 0.0 0.08
H -3.912 2.623 -0.094 0.0 -0.6 -0.2 0.08
H 1.602 3.475 -5.509 -0.3 0.5 0.1 0.11
H 0.948 1.926 -5.690 -0.3 -0.3 -0.3 0.12
H 0.861 3.433 -7.709 -0.2 -0.5 -0.4 0.07
H -0.825 2.797 -7.342 0.4 -0.2 0.0 0.07
H -0.346 4.440 -7.068 0.0 0.1 0.6 0.06
C 4.042 -1.866 0.998 -1.4 -0.2 0.2 -0.05
C 3.190 -2.021 -0.289 1.0 3.5 1.9 -0.31
O 3.424 -3.271 -0.726 0.7 -4.3 -4.0 -0.20
P 3.096 -3.623 -2.302 -2.5 0.8 -0.9 0.51
O 1.876 -3.015 -2.904 2.0 -0.9 1.2 -0.21
O 3.001 -5.232 -2.372 0.7 1.6 -0.9 -0.18
C 3.731 -6.014 -1.481 -0.6 -0.7 2.2 -0.30
C 2.840 -6.087 -0.234 -0.3 -0.9 0.9 -0.08
O 4.407 -3.297 -3.170 0.4 0.4 2.0 -0.18
C 4.510 -3.824 -4.458 0.4 -1.5 -1.0 -0.29
C 5.665 -4.864 -4.575 -0.8 0.5 0.3 -0.06
H 5.103 -1.722 0.794 -0.1 -0.1 -0.1 0.07
H 3.648 -1.038 1.586 0.2 0.2 0.0 0.06
H 3.888 -2.764 1.596 0.2 -0.1 0.2 0.07
H 2.119 -1.853 -0.169 0.1 0.4 0.0 0.11
H 3.676 -1.289 -0.934 -0.8 0.3 -0.6 0.12
H 3.925 -6.985 -1.937 -0.3 0.0 0.0 0.11
H 4.696 -5.680 -1.099 0.2 0.8 -0.8 0.11
H 2.213 -6.979 -0.254 0.2 -0.2 0.2 0.07
H 3.411 -6.026 0.692 0.2 -0.5 0.0 0.07
H 2.122 -5.278 -0.098 0.3 0.2 -0.7 0.08
H 3.630 -4.418 -4.707 -0.3 0.3 0.0 0.11
H 4.547 -3.008 -5.179 0.3 0.0 0.1 0.12
H 6.634 -4.560 -4.179 0.0 0.4 -0.3 0.07
H 5.377 -5.746 -4.002 -0.1 0.0 0.1 0.06
H 5.701 -5.175 -5.620 0.4 0.1 0.0 0.07
C -0.431 3.761 7.223 -0.4 0.6 2.0 -0.08
C -0.345 2.283 7.548 1.0 2.0 -0.4 -0.29
O 0.011 1.778 6.303 -0.5 -3.5 -2.8 -0.23
P -0.788 0.496 5.663 -0.2 -0.8 -0.7 0.57
O -0.919 -0.731 6.508 0.3 2.1 -1.0 -0.25
O -2.247 1.125 5.283 1.7 -1.3 0.9 -0.18
C -2.382 2.378 4.638 0.8 0.4 -2.0 -0.25
C -2.431 2.182 3.091 -0.8 0.9 0.7 -0.05
O -0.011 0.218 4.205 -2.2 1.5 2.0 -0.19
C 1.345 -0.130 4.166 1.9 -1.3 0.7 -0.30
C 1.525 -1.627 4.410 -0.4 -0.3 0.2 -0.08
H 0.421 4.161 6.673 -0.2 -0.4 -0.3 0.09
H -1.412 3.982 6.802 0.3 0.2 -0.3 0.07
H -0.381 4.229 8.205 -0.2 0.6 0.1 0.07
H 0.557 2.128 8.140 -0.6 -0.3 0.8 0.12
H -1.309 1.973 7.951 0.3 -0.6 0.1 0.13
H -3.278 2.875 5.010 -0.1 -0.3 0.0 0.12
H -1.536 3.025 4.868 0.1 -0.1 0.1 0.09
H -1.647 1.542 2.687 -0.2 -0.2 0.3 0.07
H -3.444 1.883 2.824 0.2 -0.6 -0.1 0.06
H -2.322 3.149 2.599 0.2 0.2 0.1 0.07
H 1.821 0.123 3.219 -0.6 0.4 -0.2 0.11
H 1.911 0.351 4.964 -0.1 0.5 0.0 0.11
H 0.877 -2.186 3.736 -0.1 -0.1 0.1 0.08
H 2.535 -2.018 4.280 0.2 0.4 -0.2 0.07
H 1.258 -1.844 5.445 -0.3 -0.2 -0.1 0.06
```
Positions in Å, forces in eV/Å.

Computed properties:
Lowest unoccupied orbital energy   0.089 hartree
HOMO level   -2.2794 eV
Charge   -1


2.
# C8H13N2O2

A gas-phase ion, C8H13N2O2 (charge +1) in a non-equilibrium geometry (wB97M-V/def2-TZVPD, the OMol25 dataset).

XYZ file:
```
25
Properties=species:S:1:pos:R:3:forces:R:3:lowdin_charge:R:1
C 0.555 -0.239 1.252 -1.5 2.0 2.4 -0.31
C -0.540 -0.240 -0.928 -1.4 0.0 0.9 -0.01
C -0.800 -0.621 -2.215 0.5 0.8 -2.5 -0.03
C 0.327 -0.856 -0.056 2.0 -0.5 -0.5 -0.09
C -0.437 1.258 2.903 -2.5 2.8 -1.7 -0.29
C 0.641 2.259 2.995 -0.2 -1.1 0.2 0.08
C 1.261 -1.998 -0.432 -4.3 -0.6 -4.3 0.01
C -2.040 0.001 -4.271 -0.1 -0.3 0.9 0.04
N 1.783 -0.348 1.802 0.2 -1.2 -1.6 0.05
N -0.536 0.425 1.725 1.5 -1.3 0.4 0.10
O -1.713 0.108 -2.843 0.7 -1.2 1.1 -0.05
O 1.938 0.068 3.061 2.3 0.2 0.3 -0.02
H -1.236 0.563 -0.676 0.7 -0.1 0.8 0.14
H -0.075 -1.315 -2.739 -1.5 0.5 0.0 0.16
H -0.740 0.828 3.858 0.2 -0.5 -0.1 0.13
H -1.422 1.956 2.696 1.9 -1.2 0.7 0.18
H 1.377 2.380 2.241 0.2 0.1 -0.8 0.06
H 0.876 2.746 3.906 -0.1 0.3 0.8 0.06
H 2.221 -1.870 -0.127 2.8 0.7 0.6 0.04
H 0.968 -2.989 -0.111 -0.5 0.0 0.9 0.10
H 1.100 -2.210 -1.607 1.2 0.7 2.5 0.12
H -2.029 -1.084 -4.481 0.5 0.9 -0.8 0.12
H -3.048 0.387 -4.434 0.0 -0.3 0.6 0.10
H -1.406 0.768 -4.712 0.5 -0.9 -0.7 0.11
H 2.975 0.022 3.194 -2.9 0.1 -0.3 0.20
```
Positions in Å, forces in eV/Å.

Computed properties:
Lowest unoccupied orbital energy (alpha / beta)   -0.205 / -0.199 hartree
Energy above the lowest of the compared OMol25 structures with the same formula, charge and spin   203.7 kcal/mol
HOMO level (alpha / beta)   -12.3794 / -10.9202 eV
Charge   +1


3.
# C15H17BaNO4

A molecular structure, C15H17BaNO4 in a non-equilibrium geometry (wB97M-V/def2-TZVPD, the OMol25 dataset).

XYZ file:
```
38
Properties=species:S:1:pos:R:3:forces:R:3:lowdin_charge:R:1
Ba 0.182 -0.123 0.673 0.4 -0.8 0.6 1.63
O 3.586 -0.248 -0.765 -1.4 0.1 0.0 0.17
C 2.470 -0.148 -0.639 3.2 -0.2 -0.9 -0.12
C -2.423 0.130 0.745 -6.7 0.2 2.4 -0.10
O -3.476 0.154 1.234 4.5 -0.1 -2.2 0.14
C -0.296 -2.437 -0.559 -0.4 -3.8 -0.8 -0.09
O -0.382 -3.566 -0.640 0.1 2.3 -0.2 0.15
C 0.228 2.467 0.313 0.6 6.6 1.0 -0.11
O 0.372 3.574 0.607 -0.6 -4.1 -1.2 0.13
C 0.040 0.409 -2.459 -1.4 0.2 0.2 -0.14
H 0.698 1.302 -2.482 -0.6 -0.6 0.0 0.07
H 0.506 -0.537 -2.793 -0.4 0.6 0.1 0.07
C -1.274 0.484 -2.089 1.3 0.0 -0.5 -0.14
H -1.942 -0.398 -2.101 0.5 0.5 -0.1 0.07
H -1.750 1.441 -1.790 0.4 -0.6 -0.3 0.07
C 0.208 0.587 6.106 0.7 0.4 0.6 0.02
N 0.219 1.077 4.702 -0.5 0.3 -0.8 -0.19
C 0.365 2.567 4.647 0.6 -0.1 0.6 0.02
C 1.234 0.418 3.770 0.1 -0.9 0.5 -0.11
C 1.097 -1.109 3.719 0.7 -0.2 1.5 -0.31
C 1.523 -1.884 4.817 0.1 0.6 -0.1 -0.06
C 1.442 -3.268 4.749 0.0 -0.5 0.0 -0.05
C 0.963 -3.887 3.588 0.0 1.0 -0.2 -0.03
C 0.570 -3.071 2.502 0.0 -4.5 0.4 -0.18
C 0.629 -1.748 2.595 -0.7 3.5 -1.5 -0.38
H 1.231 0.719 6.502 -0.5 -0.1 -0.1 0.13
H -0.091 -0.453 6.141 0.0 0.0 -0.1 0.10
H -0.480 1.212 6.684 0.1 -0.2 -0.2 0.12
H -0.698 0.846 4.312 0.0 -0.1 0.1 0.18
H 1.365 2.794 5.065 -0.6 0.1 -0.3 0.13
H 0.304 2.903 3.612 0.0 0.0 0.1 0.09
H -0.414 3.021 5.264 0.2 0.0 -0.2 0.12
H 1.088 0.901 2.787 0.1 0.0 0.7 0.03
H 2.214 0.732 4.138 -0.1 0.0 0.0 0.15
H 1.923 -1.400 5.713 0.0 -0.3 -0.2 0.11
H 1.769 -3.877 5.601 -0.2 0.3 -0.4 0.12
H 0.903 -4.957 3.512 0.0 -0.3 0.1 0.11
H 0.213 -3.614 1.583 0.4 0.6 1.2 0.07
```
Positions in Å, forces in eV/Å.

Computed properties:
Lowest unoccupied orbital energy   -0.287 hartree
HOMO level   -13.4371 eV
Charge   +2


4.
# C5H7N3S

2 unconnected molecules or ions with the total composition C5H7N3S in a non-equilibrium geometry (wB97M-V/def2-TZVPD, the OMol25 dataset).

XYZ file:
```
16
Properties=species:S:1:pos:R:3:forces:R:3:lowdin_charge:R:1
C -2.995 -0.220 0.022 0.7 1.1 -0.4 -0.09
C -2.298 0.950 0.070 -0.9 -1.9 0.3 -0.09
C -0.853 -0.696 0.300 1.5 -2.5 -0.6 -0.82
C 3.079 0.225 0.128 -0.6 -0.6 -1.2 -0.37
C 2.780 0.813 -1.021 0.0 1.8 -0.8 -0.08
N -2.122 -1.259 0.145 2.2 3.3 0.9 0.06
N 3.430 -0.461 1.046 1.6 0.9 0.2 0.14
N -0.978 0.656 0.259 0.6 -1.0 0.9 0.06
S 0.561 -1.624 0.307 -0.9 0.3 0.3 0.56
H -3.964 -0.543 -0.173 -1.8 0.6 -0.3 0.10
H -2.518 1.943 0.000 -1.3 2.2 -0.1 0.08
H -2.319 -2.145 -0.211 0.2 -1.6 -0.2 0.12
H 2.442 1.896 -1.127 0.5 -1.7 0.6 0.06
H 3.001 0.332 -2.002 -0.2 0.1 1.2 0.06
H 3.016 -1.166 1.616 -0.9 -0.1 -0.1 0.03
H -0.263 1.300 0.641 -0.7 -0.9 -0.8 0.18
```
Positions in Å, forces in eV/Å.

Computed properties:
Lowest unoccupied orbital energy   0.022 hartree
Energy above the lowest of the compared OMol25 structures with the same formula, charge and spin   27.4 kcal/mol
HOMO level   -7.5097 eV


5.
# C10H22N4PdSbSe4

A molecular structure, C10H22N4PdSbSe4 (wB97M-V/def2-TZVPD, the OMol25 dataset).

XYZ file:
```
42
Properties=species:S:1:pos:R:3:forces:R:3:lowdin_charge:R:1
Pd -0.335 0.074 0.101 0.1 0.1 0.4 0.61
C -2.707 1.440 1.378 0.0 -0.1 0.0 -0.10
N -2.336 0.190 0.674 -0.1 0.0 0.0 -0.40
C -2.676 -0.955 1.551 0.0 0.0 0.0 -0.08
C -3.117 0.120 -0.590 0.0 0.0 0.0 -0.18
C -2.524 -0.897 -1.538 0.0 0.0 0.0 -0.18
N -1.102 -0.585 -1.806 0.0 0.0 -0.1 -0.37
C -0.980 0.505 -2.792 0.0 0.0 0.0 -0.07
C -0.425 -1.783 -2.330 0.0 0.0 0.0 -0.08
H -3.792 1.476 1.514 0.0 0.0 0.0 0.11
H -2.378 2.299 0.797 0.0 0.0 0.0 0.09
H -2.224 1.464 2.352 0.0 0.0 0.0 0.05
H -3.747 -0.943 1.773 0.0 0.0 0.0 0.11
H -2.102 -0.875 2.470 0.0 0.0 0.0 0.06
H -2.416 -1.893 1.065 0.0 0.0 0.0 0.08
H -3.111 1.114 -1.035 0.0 0.0 0.0 0.12
H -4.159 -0.128 -0.364 0.0 0.0 0.0 0.14
H -3.092 -0.922 -2.474 0.0 0.0 0.0 0.14
H -2.570 -1.896 -1.107 0.0 0.0 0.0 0.12
H -1.449 0.219 -3.739 0.0 0.0 0.0 0.10
H 0.075 0.708 -2.965 0.0 0.0 0.0 0.08
H -1.449 1.412 -2.418 0.0 0.0 0.0 0.09
H -0.930 -2.148 -3.230 0.0 0.0 0.0 0.10
H -0.428 -2.566 -1.574 0.0 0.0 0.0 0.09
H 0.604 -1.532 -2.582 0.0 0.0 0.0 0.08
C 4.821 -1.608 -0.757 0.0 0.0 0.0 0.01
N 3.656 -0.727 -0.774 0.0 0.0 0.0 -0.11
C 3.608 0.553 -1.264 0.0 0.0 0.0 -0.03
C 2.338 0.996 -1.065 0.0 0.0 0.0 -0.12
N 1.614 -0.009 -0.469 0.0 -0.1 -0.1 -0.16
C 2.437 -1.029 -0.303 0.1 0.0 0.0 -0.16
H 5.660 -1.073 -1.190 0.0 0.0 0.0 0.10
H 4.625 -2.500 -1.347 0.0 0.0 0.0 0.10
H 5.064 -1.882 0.267 0.0 0.0 0.0 0.10
H 4.475 1.031 -1.685 0.0 0.0 0.0 0.13
H 1.909 1.959 -1.274 0.0 0.0 0.0 0.11
H 2.192 -1.966 0.167 0.0 0.0 0.0 0.15
Se 1.010 4.855 5.364 0.0 0.2 0.0 0.03
Sb 1.447 2.414 5.366 0.0 -0.1 0.0 -0.09
Se 0.500 0.746 2.225 -0.1 -0.1 -0.3 0.15
Se 0.196 1.889 7.455 -0.1 -0.1 0.1 0.02
Se 3.817 2.453 6.154 0.1 0.0 0.0 0.03
```
Positions in Å, forces in eV/Å.

Computed properties:
Lowest unoccupied orbital energy (alpha / beta)   -0.103 / -0.159 hartree
Energy above the lowest of the compared OMol25 structures with the same formula, charge and spin   0.0 kcal/mol
HOMO level (alpha / beta)   -10.3669 / -10.1268 eV
2S+1   5
Charge   +1


6.
# C8H18S

2 unconnected molecules or ions with the total composition C8H18S (wB97M-V/def2-TZVPD, the OMol25 dataset).

XYZ file:
```
27
Properties=species:S:1:pos:R:3:forces:R:3:lowdin_charge:R:1
C 1.617 1.355 0.276 0.2 -0.5 0.4 -0.32
C 2.076 0.309 0.998 -0.2 0.5 -0.4 -0.32
C 1.883 1.558 -1.197 0.2 -0.3 0.0 -0.07
C 0.770 2.474 0.836 0.0 -0.2 0.3 -0.07
C 1.811 0.105 2.472 -0.2 0.3 0.0 -0.07
C 2.923 -0.811 0.439 0.0 0.2 -0.3 -0.07
H 2.400 2.522 -1.336 -0.2 -0.3 -0.1 0.08
H 2.500 0.760 -1.643 -0.3 0.5 0.1 0.06
H 0.918 1.597 -1.731 0.4 0.1 0.0 0.08
H 0.554 2.360 1.911 0.1 0.2 -0.6 0.06
H 1.298 3.431 0.682 -0.3 -0.2 0.1 0.08
H -0.185 2.507 0.286 0.3 0.2 0.2 0.08
H 1.195 0.904 2.918 0.3 -0.5 -0.1 0.06
H 1.292 -0.858 2.611 0.2 0.3 0.1 0.08
H 2.776 0.065 3.005 -0.4 -0.1 0.0 0.08
H 2.396 -1.767 0.594 0.3 0.2 -0.1 0.08
H 3.138 -0.698 -0.637 -0.1 -0.2 0.6 0.06
H 3.879 -0.843 0.987 -0.3 -0.2 -0.2 0.08
S -4.307 -0.883 -1.962 0.1 -0.1 0.1 0.71
C -3.100 -2.144 -2.401 0.3 -0.3 -0.2 -0.46
C -4.316 -1.146 -0.180 0.0 0.0 0.5 -0.46
H -2.967 -2.123 -3.496 -0.1 0.0 0.5 0.03
H -3.442 -3.151 -2.108 0.1 0.4 -0.1 0.04
H -2.124 -1.952 -1.924 -0.4 0.0 -0.2 0.04
H -4.638 -2.170 0.075 0.1 0.4 -0.1 0.04
H -3.319 -0.971 0.258 -0.4 0.0 -0.2 0.04
H -5.028 -0.432 0.267 0.3 -0.3 -0.2 0.03
```
Positions in Å, forces in eV/Å.

Computed properties:
Lowest unoccupied orbital energy   0.026 hartree
Energy above the lowest of the compared OMol25 structures with the same formula, charge and spin   20.7 kcal/mol
HOMO level   -8.5177 eV